[1]
Molecular formula: C24H37Br2N5O8Sr
Method: DFT, the ωB97M-V functional and the def2-TZVPD basis

XYZ file:
```
77
C24H37Br2N5O8Sr, DFT the ωB97M-V functional and the def2-TZVPD basis
N -3.4411 -3.4099 -1.1560
H -2.5831 -3.7686 -1.5816
H -4.0871 -2.9468 -1.8250
H -3.2029 -2.6712 -0.4359
H -3.9129 -4.2062 -0.6770
N 2.9954 -0.7354 0.8081
H 3.1096 0.0785 1.4551
H 1.9361 -1.0093 0.7874
H 3.4995 -1.5364 1.2021
H 3.2718 -0.4177 -0.1599
Sr 0.0224 -3.8662 1.8147
C -3.0008 -1.3244 2.9750
C -3.3593 -2.4119 1.9681
O -2.4480 -3.4576 1.8773
H -3.8858 -0.8308 3.3815
H -2.4182 -0.5206 2.4889
H -2.4419 -1.7426 3.8120
H -3.7721 -1.9422 1.0220
H -4.3159 -2.8763 2.3476
C -0.5362 0.4268 0.0693
C -0.2490 -0.9861 -0.3982
O 0.5248 -1.7832 0.5090
H -1.0382 1.0060 -0.7085
H 0.3843 0.8954 0.4251
H -1.1988 0.3760 0.9424
H 0.2860 -0.9258 -1.3830
H -1.2379 -1.4355 -0.7098
Br -0.4235 1.9527 -5.0317
C -0.5321 0.1478 -4.4010
C -1.8846 -0.3301 -4.4201
Br -1.9039 -2.1975 -3.8187
H -0.1730 0.1819 -3.3797
H 0.1527 -0.4892 -4.9543
H -2.4736 -0.2493 -5.3163
H -2.4223 0.1933 -3.6322
C 1.4796 1.9762 2.9755
C 2.6550 1.5567 3.5684
C 2.6869 0.3554 4.2848
C 1.5832 -0.4210 4.2846
C 0.3733 0.0427 3.9106
C 0.3213 1.2939 3.2857
N 1.7051 -1.7485 4.6676
O 2.6503 -2.0603 5.3122
O 0.8879 -2.5341 4.2391
H 1.4411 2.9584 2.5144
H 3.5134 2.2184 3.5859
H 3.6540 -0.0224 4.6149
H -0.5014 -0.5867 3.9876
H -0.6357 1.6774 2.9413
C -2.6551 4.4035 2.3296
C -1.8074 3.7787 1.4592
C -0.6665 4.3874 1.0298
C -0.3774 5.6344 1.5096
C -1.1660 6.2316 2.4622
C -2.3418 5.6395 2.7813
N 0.8282 6.3080 1.0152
O 1.7073 5.5760 0.4705
O 0.9014 7.5224 1.2270
H -3.5879 3.9652 2.6466
H -2.0544 2.7497 1.2038
H -0.0821 3.8915 0.2625
H -0.9988 7.2672 2.7330
H -3.0123 6.1539 3.4574
C 1.9266 -4.1248 -5.2871
C 1.4493 -3.7816 -4.0374
C 1.8891 -2.6245 -3.4251
C 2.7368 -1.8052 -4.0995
C 3.1996 -2.1029 -5.3719
C 2.8643 -3.3379 -5.9307
N 3.0766 -0.5474 -3.4813
O 3.6843 0.2468 -4.1040
O 2.6762 -0.3579 -2.3134
H 1.7129 -5.1098 -5.6880
H 0.7350 -4.4878 -3.6293
H 1.4400 -2.3782 -2.4616
H 3.7653 -1.3303 -5.8914
H 3.1025 -3.6609 -6.9365
```

## Properties
E (hartree): -6990.33980
Gap between HOMO and LUMO (eV): 7.36
ΔE to the lowest compared entry with this formula, charge and spin (eV): 0.0000
Charge: +2

---

[2]
Molecular formula: C7H12
Method: DFT, the ωB97M-V functional and the def2-TZVPD basis

XYZ file:
```
19
C7H12, DFT the ωB97M-V functional and the def2-TZVPD basis
C -0.1560 0.4716 -0.9916
C -0.0717 -0.8582 -0.9248
C 0.2649 -0.8867 0.5442
C 0.1458 0.7133 0.4727
C -0.3936 -1.9991 -1.8125
C -1.1223 1.0537 1.3733
C 1.3935 1.5422 0.6435
H -0.3634 1.0093 -1.9706
H -0.4741 -1.2879 1.3677
H 1.1922 -1.0906 0.8375
H 0.4909 -2.5145 -2.4183
H -1.0891 -1.6717 -2.7097
H -0.8867 -2.9386 -1.2402
H -0.6686 0.7946 2.4185
H -1.9056 0.5198 1.0685
H -1.3343 2.0855 1.1879
H 1.5626 1.4854 1.7318
H 1.1433 2.6249 0.2612
H 2.2722 0.9472 0.1610
```

## Properties
E (hartree): -273.63933
Gap between HOMO and LUMO (alpha / beta) (eV): 5.56 / 8.58
⟨S²⟩: 2.007
ΔE to the lowest compared entry with this formula, charge and spin (eV): 0.7276
Spin multiplicity: 3

---

[3]
Molecular formula: C44H39BF2N13OS2V
Method: DFT, the ωB97M-V functional and the def2-TZVPD basis

XYZ file:
```
103
C44H39BF2N13OS2V, DFT the ωB97M-V functional and the def2-TZVPD basis
V -0.1712 -0.6383 0.5169
C -3.1156 1.5417 2.8658
C -2.7950 0.7993 1.7325
N -1.5137 0.9670 1.4118
N -0.9982 1.8152 2.3167
C -1.9381 2.1713 3.2062
B 0.3655 2.4852 2.0990
N 0.2938 3.2999 0.7940
C -0.0080 4.6121 0.7045
C 0.1175 4.9881 -0.6118
C 0.4939 3.8117 -1.2663
N 0.5824 2.8043 -0.4126
N 1.4589 1.3993 2.0143
C 2.6702 1.4881 2.5917
C 3.3686 0.3287 2.3224
C 2.4878 -0.4304 1.5611
N 1.3490 0.2348 1.3770
N 0.7506 3.4381 3.2203
C 1.7254 4.3784 3.1251
C 1.9184 4.9190 4.3723
C 1.0086 4.2291 5.1855
N 0.3293 3.3438 4.4875
H -4.0671 1.6165 3.3522
H -3.4576 0.1882 1.1453
H -1.7062 2.8245 4.0225
H -0.2588 5.1894 1.5710
H -0.0390 5.9606 -1.0301
H 0.7357 3.6803 -2.3036
H 2.9718 2.3394 3.1643
H 4.3639 0.0846 2.6309
H 2.6349 -1.4184 1.1638
H 2.2151 4.5894 2.1929
H 2.6105 5.6875 4.6540
H 0.8337 4.3417 6.2364
F 0.8427 -2.3618 5.5932
C 0.0375 -2.3967 4.5118
C 0.3174 -1.5623 3.4469
C -0.4770 -1.5686 2.3067
C -1.6269 -2.3833 2.3264
C -1.8546 -3.2430 3.4044
F -2.8979 -4.1040 3.3870
C -1.0257 -3.2827 4.5055
C -2.4815 -2.2598 1.1574
C -3.7820 -2.7636 1.0485
C -4.4769 -2.6299 -0.1378
C -3.8477 -1.9869 -1.1954
C -2.5895 -1.4539 -0.9893
N -1.9219 -1.5571 0.1535
H 1.1765 -0.9173 3.5524
H -1.1948 -3.9730 5.3151
H -4.2516 -3.2478 1.8865
H -5.4749 -3.0333 -0.2415
H -4.3246 -1.8812 -2.1573
H -2.0796 -0.9371 -1.7888
S 0.7681 -2.4650 -0.3262
C 1.8791 -2.0645 -1.6385
N 2.4375 -3.1224 -2.1485
N 3.2372 -3.1307 -3.2151
C 3.1064 -2.5027 -4.4365
C 4.1053 -2.7252 -5.3911
C 3.9573 -2.2507 -6.6769
C 2.8160 -1.5538 -7.0409
C 1.8382 -1.3051 -6.0920
C 1.9754 -1.7644 -4.7970
N 2.2220 -0.8328 -2.0326
N 2.2006 0.1536 -1.2317
C 2.7539 1.3268 -1.7031
C 2.7304 1.7174 -3.0468
C 3.2912 2.9211 -3.4226
C 3.9193 3.7295 -2.4885
C 3.9675 3.3351 -1.1613
C 3.3776 2.1558 -0.7651
H 3.8995 -3.8978 -3.1811
H 4.9873 -3.2872 -5.1151
H 4.7328 -2.4349 -7.4050
H 2.6860 -1.2215 -8.0591
H 0.9508 -0.7548 -6.3691
H 1.1944 -1.5836 -4.0759
H 2.2458 1.0802 -3.7721
H 3.2419 3.2447 -4.4511
H 4.3685 4.6607 -2.7959
H 4.4658 3.9589 -0.4362
H 3.4171 1.8417 0.2636
C -3.1260 1.9602 -8.0289
C -2.4192 1.7761 -6.7224
C -1.8682 2.8645 -6.0563
C -1.2159 2.6920 -4.8506
C -1.1243 1.4298 -4.2905
C -1.6517 0.3353 -4.9463
C -2.2945 0.5104 -6.1587
S -0.4003 1.3031 -2.6203
C -1.9766 1.8991 -1.8865
O -0.3823 -0.1349 -2.2870
H -2.9604 2.9631 -8.4152
H -4.1993 1.8109 -7.9104
H -2.7692 1.2307 -8.7534
H -1.9539 3.8524 -6.4856
H -0.7837 3.5384 -4.3405
H -1.5515 -0.6404 -4.4946
H -2.7065 -0.3448 -6.6731
H -2.8082 1.3740 -2.3443
H -2.0426 2.9641 -2.0677
H -1.9223 1.6839 -0.8221
```

## Properties
E (hartree): -4452.15401
Gap between HOMO and LUMO (alpha / beta) (eV): 6.40 / 6.42
⟨S²⟩: 2.022
ΔE to the lowest compared entry with this formula, charge and spin (eV): 2.2142
Spin multiplicity: 3

---

[4]
Molecular formula: C6H13NO2S
Method: DFT, the ωB97M-V functional and the def2-TZVPD basis

XYZ file:
```
23
C6H13NO2S, DFT the ωB97M-V functional and the def2-TZVPD basis
C -1.6343 -1.0133 -3.8091
C -2.0343 -1.7309 -5.0290
C -0.4731 1.0201 2.4539
C 0.7866 -0.7975 1.1385
C 1.8359 0.5736 2.8850
C 0.8093 0.6021 1.7297
N -1.3333 -0.4834 -2.8349
O 2.1390 1.4234 -0.2963
O -0.3137 1.7156 -0.2960
S 1.0936 1.9443 0.4923
H -0.4115 0.8209 -0.5622
H -1.2409 -1.7331 -5.6197
H -2.4405 -2.6504 -4.8873
H -2.9312 -1.1689 -5.3081
H -0.6616 0.5347 3.4417
H -0.6324 2.0287 2.5498
H -1.2413 0.7774 1.8050
H 1.7878 -1.0368 0.7684
H 0.0696 -0.9389 0.2163
H 0.3983 -1.4022 1.8204
H 2.7658 0.6536 2.4246
H 1.7336 1.3642 3.5561
H 1.9284 -0.5034 3.3609
```

## Properties
E (hartree): -839.74726
Gap between HOMO and LUMO (eV): 9.73
ΔE to the lowest compared entry with this formula, charge and spin (eV): 2.6057

---

[5]
Molecular formula: C7H12Cl6O2
Method: DFT, the ωB97M-V functional and the def2-TZVPD basis

XYZ file:
```
27
C7H12Cl6O2, DFT the ωB97M-V functional and the def2-TZVPD basis
O 3.5684 -2.1195 -0.0359
C 2.4800 -2.4185 -0.4758
C 1.9083 -1.9050 -1.7686
C 0.6074 -2.7681 -1.8267
C 0.4679 -3.3697 -0.4585
O 1.7182 -3.2792 0.2222
H 1.6522 -0.8612 -1.7957
H 2.5371 -2.0518 -2.6864
H -0.2388 -2.0808 -2.0981
H 0.7170 -3.6026 -2.5702
H -0.2673 -2.8894 0.2433
H 0.1721 -4.3972 -0.4196
Cl 1.8311 4.7125 3.7872
C 1.3659 3.5956 2.5273
Cl 1.0105 4.4501 1.0166
H 2.1311 2.8967 2.3094
H 0.3897 3.1506 2.8313
Cl -2.6270 2.2629 -2.4488
C -3.7105 1.4080 -1.3435
Cl -3.9345 2.1495 0.2280
H -4.6060 1.2890 -1.8656
H -3.2386 0.4570 -1.0811
Cl 0.2579 -0.1842 1.0931
C -0.8352 1.1721 1.4392
Cl -1.2171 1.2399 3.1616
H -0.3280 2.1093 1.1068
H -1.8116 1.0343 0.9088
```

## Properties
SMILES string: O=C1CCCO1.ClCCl.ClCCl.ClCCl
E (hartree): -3185.53058
Gap between HOMO and LUMO (eV): 10.31

---

[6]
Molecular formula: C2H2Cl2O
Method: DFT, the ωB97M-V functional and the def2-TZVPD basis

XYZ file:
```
7
C2H2Cl2O, DFT the ωB97M-V functional and the def2-TZVPD basis
C -0.0390 -0.8100 0.9217
C 0.2771 -1.9040 0.2843
O -1.2669 -3.3189 0.2711
Cl 1.4979 -2.6576 -0.4433
Cl -1.8947 -3.5510 1.7821
H 0.7417 0.0892 0.8777
H -0.9934 -0.4952 1.1565
```

## Properties
E (hartree): -1072.83346
Gap between HOMO and LUMO (eV): 8.43
ΔE to the lowest compared entry with this formula, charge and spin (eV): 5.2009